# 1
Density functional theory data (ωB97M-V/def2-TZVPD) for C3H12O3 as an isolated structure at a distorted geometry.

Summary:
DFT total energy	-346.996663	Eh
energy above the lowest of the compared OMol25 structures with the same formula, charge and spin	556.4	kJ/mol
spin multiplicity	1

CARTESIAN COORDINATES (ANGSTROEM)
1 C 2.438 -0.438 0.017
2 C 1.730 0.877 -0.315
3 C 0.439 0.846 -1.130
4 H 2.670 -0.911 -0.936
5 H 1.628 -0.986 0.479
6 H 3.343 -0.139 0.521
7 H 2.235 1.831 -0.361
8 H 0.433 1.730 -1.735
9 H 0.457 -0.083 -1.706
10 H -3.392 0.739 0.107
11 H -1.961 0.552 0.436
12 O -2.649 0.227 -0.229
13 H -0.443 -0.932 0.514
14 H -1.462 -1.674 -0.326
15 O -0.564 -1.792 -0.003
16 H 0.529 0.778 0.088
17 H -0.163 1.220 1.451
18 O -0.608 0.367 1.430



# 2
Density functional theory data (ωB97M-V/def2-TZVPD) for a 3-piece molecular cluster, C3H12O3S overall at a distorted geometry.

Summary:
DFT total energy	-745.330476	Eh
energy above the lowest of the compared OMol25 structures with the same formula, charge and spin	90.7	kJ/mol
net charge	-1
spin multiplicity	2

CARTESIAN COORDINATES (ANGSTROEM)
1 C 1.299 0.473 0.837
2 O 1.161 0.124 -0.496
3 C 0.098 1.250 1.487
4 C -0.449 2.366 0.570
5 S -1.889 3.210 1.150
6 H 1.341 -0.522 1.412
7 H 2.177 1.164 0.974
8 H 0.274 -0.375 -0.529
9 H -0.578 0.359 1.500
10 H 0.474 1.504 2.552
11 H -0.595 1.913 -0.410
12 H 0.364 3.076 0.430
13 H -2.596 3.211 0.055
14 H -1.834 -1.681 -1.257
15 H -1.282 -3.088 -0.790
16 O -1.159 -2.168 -0.597
17 H 1.155 -3.482 -1.527
18 H 1.230 -3.462 -3.047
19 O 0.808 -3.873 -2.315



# 3
Density functional theory data (ωB97M-V/def2-TZVPD) for a 3-piece molecular cluster, C3H12O3S overall at a distorted geometry.

Summary:
DFT total energy	-745.383601	Eh
energy above the lowest of the compared OMol25 structures with the same formula, charge and spin	44.7	kJ/mol
spin multiplicity	1
SMILES	OCCCS.O.O

CARTESIAN COORDINATES (ANGSTROEM)
1 O -0.080 0.453 1.391
2 C -0.242 1.598 0.503
3 C -0.395 1.146 -0.957
4 C 0.664 0.074 -1.264
5 S 0.653 -0.262 -3.113
6 H 0.576 0.687 2.037
7 H 0.721 2.094 0.616
8 H -1.104 2.194 0.797
9 H -0.302 2.008 -1.606
10 H -1.347 0.627 -1.071
11 H 1.675 0.339 -0.969
12 H 0.367 -0.874 -0.828
13 H 1.797 0.366 -3.371
14 O 1.544 -2.471 1.506
15 H 1.285 -2.169 0.631
16 H 0.795 -2.255 2.028
17 O -2.182 -1.456 0.927
18 H -1.518 -0.798 1.185
19 H -2.908 -1.303 1.559



# 4
Density functional theory data (ωB97M-V/def2-TZVPD) for a 4-piece molecular cluster, C3H12O4 overall at a distorted geometry.

Summary:
DFT total energy	-422.351556	Eh
energy above the lowest of the compared OMol25 structures with the same formula, charge and spin	250.7	kJ/mol
net charge	-1
spin multiplicity	2

CARTESIAN COORDINATES (ANGSTROEM)
1 C 0.909 1.521 0.852
2 O 2.021 0.543 1.078
3 C 0.892 1.736 -0.643
4 C -0.191 2.288 -1.240
5 H -0.059 1.224 1.385
6 H 1.311 2.431 1.352
7 H 1.918 -0.177 1.696
8 H 1.682 1.216 -1.171
9 H -0.277 2.222 -2.372
10 H -1.259 2.424 -0.877
11 H -0.876 -1.405 -2.302
12 H 0.315 -2.329 -1.903
13 O 0.101 -1.426 -2.174
14 H -1.680 -1.083 -0.464
15 H -2.786 -0.355 -1.161
16 O -2.559 -0.764 -0.224
17 H -0.472 -1.731 2.887
18 H -0.794 -2.477 1.417
19 O -0.398 -2.507 2.284



# 5
Density functional theory data (ωB97M-V/def2-TZVPD) for a 3-piece molecular cluster, C3H12O4 overall at a distorted geometry.

Summary:
DFT total energy	-422.369948	Eh
energy above the lowest of the compared OMol25 structures with the same formula, charge and spin	240.3	kJ/mol
spin multiplicity	1
SMILES	OCCCO.O.O

CARTESIAN COORDINATES (ANGSTROEM)
1 O -0.159 -0.473 -0.229
2 C -0.168 0.966 -0.482
3 C -0.300 1.901 0.643
4 C 0.928 2.599 1.107
5 O 1.876 1.647 1.625
6 H -0.413 -0.931 -1.040
7 H 0.830 1.156 -0.972
8 H -1.184 1.269 -1.067
9 H -1.283 2.508 0.651
10 H -0.243 1.159 1.493
11 H 1.445 3.015 0.223
12 H 0.618 3.269 1.928
13 H 2.796 1.930 1.938
14 O 1.967 -1.200 1.200
15 H 1.116 -0.750 1.103
16 H 1.630 -1.941 1.739
17 O -3.465 -5.136 -3.346
18 H -3.424 -5.984 -2.824
19 H -2.565 -5.004 -3.691



# 6
Density functional theory data (ωB97M-V/def2-TZVPD) for a 3-piece molecular cluster, C3H12O4 overall at a distorted geometry.

Summary:
DFT total energy	-422.384199	Eh
energy above the lowest of the compared OMol25 structures with the same formula, charge and spin	202.9	kJ/mol
spin multiplicity	1
SMILES	OCCCO.O.O

CARTESIAN COORDINATES (ANGSTROEM)
1 O -0.134 2.304 -0.535
2 C 0.282 1.293 0.360
3 C 1.427 0.519 -0.230
4 C 1.904 -1.054 -0.030
5 O 2.914 -1.281 -1.049
6 H -1.087 2.348 -0.417
7 H 0.490 1.771 1.339
8 H -0.506 0.510 0.530
9 H 1.294 0.584 -1.333
10 H 2.435 0.952 -0.287
11 H 2.433 -0.905 0.913
12 H 1.046 -1.690 -0.211
13 H 3.073 -2.222 -0.907
14 O 0.723 -2.203 4.561
15 H 0.345 -2.764 5.242
16 H 0.074 -2.112 3.859
17 O -6.064 0.811 -3.327
18 H -5.655 1.647 -3.574
19 H -5.375 0.381 -2.810



# 7
Density functional theory data (ωB97M-V/def2-TZVPD) for a 4-piece molecular cluster, C3H12O4 overall at a distorted geometry.

Summary:
DFT total energy	-422.400628	Eh
energy above the lowest of the compared OMol25 structures with the same formula, charge and spin	159.8	kJ/mol
spin multiplicity	1
SMILES	C=C(C)O.O.O.O

CARTESIAN COORDINATES (ANGSTROEM)
1 C -0.598 2.028 -0.061
2 C -0.023 0.954 0.538
3 C -0.839 -0.214 1.008
4 O 1.270 0.928 0.978
5 H -1.612 2.166 0.291
6 H -0.085 2.771 -0.652
7 H -1.770 0.156 1.432
8 H -0.973 -0.955 0.229
9 H -0.279 -0.653 1.837
10 H 1.623 1.763 0.661
11 O -5.182 -1.269 -1.427
12 H -4.487 -1.874 -1.750
13 H -4.634 -0.663 -0.935
14 O 1.461 -5.424 0.795
15 H 1.285 -5.283 -0.143
16 H 1.100 -6.280 1.044
17 O 3.778 3.881 -1.225
18 H 4.313 4.603 -1.556
19 H 3.693 3.272 -1.998



# 8
Density functional theory data (ωB97M-V/def2-TZVPD) for a 3-piece molecular cluster, C3H13N2O overall at a distorted geometry.

Summary:
DFT total energy	-306.324697	Eh
energy above the lowest of the compared OMol25 structures with the same formula, charge and spin	816.5	kJ/mol
net charge	+1
spin multiplicity	1

CARTESIAN COORDINATES (ANGSTROEM)
1 C -0.683 1.072 -1.498
2 C 0.672 0.588 -0.980
3 C 0.921 1.131 0.416
4 N 1.499 0.122 1.251
5 N -1.554 0.379 -0.560
6 H -0.779 2.163 -1.478
7 H -0.959 0.771 -2.504
8 H 0.555 -0.472 -0.821
9 H 1.508 0.841 -1.631
10 H -0.006 1.504 0.881
11 H 1.577 2.019 0.378
12 H 0.790 -0.731 1.218
13 H 1.394 0.432 2.228
14 H -2.457 0.152 -0.979
15 H -0.588 -7.158 1.949
16 H -1.191 -0.302 0.149
17 H -0.325 -2.184 0.363
18 H -0.286 -6.943 1.292
19 O -0.499 -1.298 0.729



# 9
Density functional theory data (ωB97M-V/def2-TZVPD) for a 2-piece molecular cluster, C3H13N2O overall at a distorted geometry.

Summary:
DFT total energy	-306.543486	Eh
energy above the lowest of the compared OMol25 structures with the same formula, charge and spin	242.1	kJ/mol
net charge	+1
spin multiplicity	1

CARTESIAN COORDINATES (ANGSTROEM)
1 N -0.695 0.260 0.930
2 C -0.033 -1.044 1.098
3 C 0.513 -1.563 -0.185
4 N 0.608 -0.443 -1.179
5 C 1.993 -0.170 -1.491
6 H -1.745 0.173 0.857
7 H -0.628 0.867 1.726
8 H -0.323 0.618 -0.083
9 H 0.947 -0.891 1.794
10 H -0.857 -1.683 1.496
11 H 1.611 -2.114 0.030
12 H 0.086 -2.382 -0.644
13 H 0.053 -0.472 -2.084
14 H 2.634 -0.844 -0.906
15 H 2.203 0.816 -1.116
16 H 2.112 -0.119 -2.590
17 H -2.083 2.723 -0.126
18 H -2.430 2.799 1.416
19 O -1.976 2.306 0.680



# 10
Density functional theory data (ωB97M-V/def2-TZVPD) for a 2-piece molecular cluster, C3H13N2O overall at a distorted geometry.

Summary:
DFT total energy	-306.560564	Eh
energy above the lowest of the compared OMol25 structures with the same formula, charge and spin	197.2	kJ/mol
net charge	+1
spin multiplicity	1

CARTESIAN COORDINATES (ANGSTROEM)
1 N 0.733 -0.253 -1.563
2 C 1.511 0.234 -0.376
3 C 0.770 1.292 0.541
4 N -0.639 0.869 0.483
5 C -1.186 0.220 1.732
6 H 1.298 -0.099 -2.399
7 H 0.632 -1.269 -1.280
8 H -0.145 0.262 -1.591
9 H 1.687 -0.647 0.255
10 H 2.442 0.826 -0.587
11 H 1.310 1.280 1.529
12 H 0.678 2.259 0.027
13 H -1.339 1.598 0.341
14 H -2.086 -0.307 1.286
15 H -1.421 1.031 2.407
16 H -0.568 -0.627 1.988
17 H -1.873 -1.762 -0.681
18 H -0.807 -2.925 -1.111
19 O -0.996 -1.983 -1.002



# 11
Density functional theory data (ωB97M-V/def2-TZVPD) for a 2-piece molecular cluster, C3H13N2O overall at a distorted geometry.

Summary:
DFT total energy	-306.598533	Eh
energy above the lowest of the compared OMol25 structures with the same formula, charge and spin	97.6	kJ/mol
net charge	+1
spin multiplicity	1

CARTESIAN COORDINATES (ANGSTROEM)
1 C -0.333 -0.666 -0.339
2 C 0.687 -1.741 0.062
3 C 1.964 -1.337 -0.706
4 N 2.385 -0.005 -0.174
5 N -0.048 0.498 0.605
6 H -0.191 -0.347 -1.370
7 H -1.395 -0.887 -0.212
8 H 0.331 -2.739 -0.180
9 H 0.993 -1.699 1.107
10 H 1.837 -1.406 -1.783
11 H 2.762 -2.011 -0.394
12 H 2.747 0.641 -0.868
13 H 1.483 0.411 0.316
14 H 3.102 -0.112 0.539
15 H -0.452 1.299 0.131
16 H -0.574 0.368 1.457
17 H -5.792 3.419 0.313
18 H -4.631 2.740 0.934
19 O -4.876 3.574 0.561



# 12
Density functional theory data (ωB97M-V/def2-TZVPD) for a 2-piece molecular cluster, C3H13N2OSi overall at a distorted geometry.

Summary:
DFT total energy	-596.133664	Eh
energy above the lowest of the compared OMol25 structures with the same formula, charge and spin	4.8	kJ/mol
net charge	+1
spin multiplicity	1

CARTESIAN COORDINATES (ANGSTROEM)
1 C 1.823 0.919 -1.603
2 C 1.598 -1.557 0.505
3 C -1.802 -0.249 0.086
4 N -2.373 0.843 -0.491
5 N -2.300 -0.707 1.186
6 O -0.030 0.513 0.651
7 Si 1.551 0.288 0.145
8 H 2.921 0.879 -1.836
9 H 1.130 0.362 -2.288
10 H 1.614 1.979 -1.501
11 H 1.223 -1.841 1.440
12 H 0.963 -2.096 -0.209
13 H 2.671 -1.942 0.277
14 H -1.265 -0.924 -0.469
15 H -1.918 1.119 -1.366
16 H -3.028 1.513 0.054
17 H -0.179 1.421 0.971
18 H -1.943 -1.539 1.639
19 H -3.001 -0.086 1.743
20 H 2.344 1.106 1.068